This record from the OMol25 dataset describes a molecular structure, C48H109N7O7 at a distorted geometry. The level of theory is wB97M-V/def2-TZVPD.

The calculated total energy is -76266.641 eV. The calculation puts the relative energy (zero: lowest compared OMol25 entry of this formula, charge and spin) at 35.287 eV. Its spin multiplicity is 1. As for the largest force on an atom: 0.348 hartree/bohr. Its frontier orbital gap is 7.24 eV.

Element x y z (Å)
C  1.8387  -1.2319  0.2761
C  0.3273  -1.5226  0.3607
C  -0.4542  -0.4407  -0.4553
O  -0.0487  0.8380  0.0275
C  -0.9993  1.4533  0.9340
N  0.1078  -2.8871  -0.0107
H  2.0794  -1.3394  -0.7815
H  2.4530  -1.9043  0.8749
H  1.9827  -0.1778  0.5131
H  0.0616  -1.4283  1.4136
H  -1.5333  -0.5920  -0.4835
H  -0.1470  -0.5940  -1.4898
H  -0.6874  2.4412  1.2728
H  -0.9181  0.8269  1.8223
H  -2.0478  1.4518  0.6361
H  0.7382  -3.5467  0.4225
H  -0.8182  -3.2525  0.1598
C  -1.4191  2.6026  -3.4560
C  -0.6376  1.5114  -2.5992
C  -0.3570  0.2705  -3.5097
O  -1.6146  -0.2950  -3.8816
C  -1.5073  -1.5047  -4.5796
N  0.6811  2.0166  -2.2483
H  -1.6452  3.3973  -2.7450
H  -2.3712  2.3147  -3.9017
H  -0.9233  3.0059  -4.3389
H  -1.1936  1.3206  -1.6813
H  0.1689  -0.4821  -2.9222
H  0.2221  0.5169  -4.3996
H  -2.5155  -1.8962  -4.7149
H  -0.8687  -2.1329  -3.9586
H  -1.0723  -1.2700  -5.5511
H  0.7391  2.0656  -1.2411
H  0.6831  3.0104  -2.4283
C  4.6075  3.9722  3.8299
C  3.1844  4.1918  4.4621
C  2.4202  2.8030  4.5934
O  2.4094  1.9357  3.4301
C  1.4620  2.4302  2.4047
N  3.2175  4.8001  5.7589
H  5.1883  3.2456  4.3981
H  5.1371  4.9033  4.0315
H  4.6842  3.6987  2.7775
H  2.6631  4.8223  3.7417
H  1.4353  3.0123  5.0109
H  2.9460  2.2341  5.3602
H  0.5382  2.6036  2.9567
H  1.1218  1.7132  1.6575
H  1.7920  3.3680  1.9579
H  3.5077  4.1917  6.5110
H  2.2992  5.1336  6.0152
C  3.4320  -1.6557  6.6353
C  2.8118  -1.5851  5.1351
C  2.1448  -3.0289  5.0063
C  1.2701  -3.1330  3.7233
C  0.2322  -2.0492  3.8008
C  0.8025  -0.6079  3.8639
N  1.7485  -0.5128  5.0000
O  2.2690  0.7579  5.2207
C  1.4439  -0.1007  2.5553
C  -0.2828  0.3410  4.2323
C  3.9973  -1.2938  4.1603
H  3.7765  -0.6864  6.9956
H  4.3012  -2.2987  6.7740
H  2.6408  -2.0637  7.2643
H  2.9398  -3.7726  4.9516
H  1.5490  -3.3241  5.8701
H  0.8390  -4.1287  3.6186
H  1.9279  -2.9307  2.8781
H  -0.5109  -2.2181  4.5801
H  -0.2884  -2.0326  2.8433
H  2.1025  -0.8623  2.1378
H  0.7223  0.0683  1.7561
H  2.1116  0.7435  2.7275
H  0.0389  1.3821  4.2575
H  -1.1129  0.3988  3.5283
H  -0.5523  0.0373  5.2438
H  3.8258  -1.3940  3.0886
H  4.6912  -2.0956  4.4130
H  4.4303  -0.3225  4.3993
H  2.7135  0.9166  4.3848
C  -5.1240  -0.2394  0.9661
C  -4.5229  -0.6138  -0.3994
C  -3.1454  -1.1692  0.0024
C  -2.4653  -2.0346  -1.0903
C  -3.3953  -3.1526  -1.5041
C  -4.8950  -2.8282  -1.8007
N  -5.4125  -1.6963  -1.0057
O  -6.7373  -1.4056  -1.1731
C  -4.8365  -2.4134  -3.3397
C  -5.7849  -4.0835  -1.5058
C  -4.3694  0.5856  -1.3594
H  -6.0108  0.3834  1.0838
H  -4.3747  0.2692  1.5728
H  -5.3873  -1.1050  1.5740
H  -2.5746  -0.3486  0.4371
H  -3.2911  -1.8677  0.8265
H  -1.5525  -2.4160  -0.6328
H  -2.1024  -1.3779  -1.8810
H  -3.3892  -3.7984  -0.6261
H  -2.7678  -3.5299  -2.3116
H  -4.4512  -1.4129  -3.5363
H  -4.2575  -3.0593  -3.9998
H  -5.8583  -2.3150  -3.7063
H  -6.1241  -4.1056  -0.4702
H  -6.7209  -4.0230  -2.0610
H  -5.1723  -4.9428  -1.7787
H  -3.7218  0.4127  -2.2190
H  -4.1101  1.5090  -0.8416
H  -5.3463  0.8532  -1.7619
H  -7.1966  -1.8647  -0.4660
C  3.4064  -3.7536  -2.4350
C  1.8902  -3.7506  -2.9183
C  1.9124  -4.3480  -4.2915
C  0.4657  -4.5807  -4.8801
C  -0.3617  -5.4049  -3.9144
C  -0.3337  -4.9779  -2.3828
N  1.0546  -4.6071  -2.0198
O  1.1024  -4.2109  -0.6266
C  -1.4260  -3.9146  -2.0887
C  -0.6739  -6.3280  -1.6654
C  1.3510  -2.2645  -3.0624
H  3.9656  -4.6856  -2.3527
H  3.5382  -3.2196  -1.4939
H  3.9039  -3.1521  -3.1957
H  2.4517  -3.6491  -4.9309
H  2.4868  -5.2743  -4.2915
H  0.5117  -5.0548  -5.8605
H  -0.0370  -3.6231  -5.0158
H  -0.0610  -6.4390  -4.0825
H  -1.4287  -5.3982  -4.1370
H  -2.4057  -4.3819  -2.1880
H  -1.4263  -3.6248  -1.0379
H  -1.5160  -3.0537  -2.7512
H  -0.8663  -6.1155  -0.6137
H  -1.6199  -6.7837  -1.9579
H  0.1149  -7.0802  -1.6763
H  2.0294  -1.6370  -3.6403
H  1.4436  -1.8393  -2.0630
H  0.3199  -2.1611  -3.4005
H  0.8300  -3.2904  -0.6382
C  0.0038  4.6098  -3.0342
C  1.3152  4.9367  -2.1352
C  1.6246  6.4686  -2.0634
C  0.8540  7.3672  -1.0767
C  0.6709  6.7027  0.3332
C  0.3010  5.1480  0.2322
N  1.1398  4.3998  -0.7511
O  1.0325  2.9866  -0.7547
C  0.5628  4.6325  1.6702
C  -1.2214  5.1200  -0.0307
C  2.5193  4.1895  -2.8014
H  0.0764  5.0062  -4.0469
H  -0.7942  5.2002  -2.5838
H  -0.3378  3.5766  -2.9716
H  2.6947  6.5852  -1.8921
H  1.3245  6.9080  -3.0147
H  -0.1638  7.4510  -1.4577
H  1.3082  8.3581  -1.0731
H  -0.1899  7.1885  0.7927
H  1.4801  6.6576  1.0620
H  1.6221  4.5251  1.9039
H  -0.0520  4.9010  2.5293
H  0.2356  3.5954  1.7445
H  -1.8125  5.1115  0.8850
H  -1.6862  5.8929  -0.6428
H  -1.3968  4.0952  -0.3581
H  2.3173  3.1264  -2.9321
H  3.3535  4.1482  -2.1010
H  2.9025  4.7199  -3.6732
H  1.8586  2.6330  -0.4169

---

This record from the OMol25 dataset describes a single C5H11N molecule at a distorted geometry. The level of theory is wB97M-V/def2-TZVPD.

The calculated total energy is -6851.160 eV. As for the SMILES: CCCN1CC1. The calculation puts the relative energy (zero: lowest compared OMol25 entry of this formula, charge and spin) at 2.368 eV. Its spin multiplicity is 1. As for the largest force on an atom: 0.055 hartree/bohr. Its frontier orbital gap is 10.40 eV.

Element x y z (Å)
C  -1.8098  -1.5385  -0.7795
C  -0.7458  -0.4524  -0.9082
C  -0.3890  0.1316  0.4672
N  0.5124  1.2333  0.3411
C  1.5633  1.4971  1.2695
C  1.9210  0.8155  0.0082
H  -1.4666  -2.3517  -0.1292
H  -2.0625  -1.9736  -1.7511
H  -2.7306  -1.1327  -0.3450
H  0.1515  -0.8683  -1.3910
H  -1.1047  0.3490  -1.5681
H  0.0593  -0.6577  1.0945
H  -1.2919  0.5167  0.9445
H  1.8411  2.5295  1.4600
H  1.5313  0.8547  2.1497
H  1.7212  1.3291  -0.9117
H  2.1757  -0.2472  0.1005

---

This record from the OMol25 dataset describes a gas-phase ion, CH3O2S2 (charge -1) at a distorted geometry. The level of theory is wB97M-V/def2-TZVPD.

The calculated total energy is -26849.727 eV. Its net charge is -1. The calculation puts the relative energy (zero: lowest compared OMol25 entry of this formula, charge and spin) at 3.168 eV. Its spin multiplicity is 1. As for the largest force on an atom: 0.062 hartree/bohr. Its frontier orbital gap is 7.06 eV.

Element x y z (Å)
C  0.2660  0.2523  1.1207
O  -0.5112  -0.8301  1.5671
O  0.4290  -1.5233  -0.8149
S  -0.6888  0.9920  -1.9265
S  -0.5056  -0.6264  -0.1797
H  1.3620  0.3736  1.5115
H  -0.3693  1.1470  1.4372
H  0.0179  0.2150  -2.7154

---

This record from the OMol25 dataset describes a molecular structure, C2H2OS3 at a distorted geometry. The level of theory is wB97M-V/def2-TZVPD.

The calculated total energy is -36657.555 eV. The calculation puts the relative energy (zero: lowest compared OMol25 entry of this formula, charge and spin) at 1.395 eV. Its spin multiplicity is 1. As for the largest force on an atom: 0.024 hartree/bohr. Its frontier orbital gap (alpha / beta) is 6.98 / 6.59 eV.

Element x y z (Å)
C  0.7490  0.4998  -0.4850
C  -0.3170  -0.2644  -0.8423
O  -2.2891  -0.8464  -2.3213
S  1.6260  1.5770  -1.4780
S  1.1388  1.1527  -3.3342
S  -0.8493  -0.6395  -2.4383
H  1.0132  0.6223  0.5551
H  -0.9654  -0.6544  -0.0696